1.
{
  "formula": "C12H18CsN6O5",
  "method": "wB97M-V/def2-TZVPD",
  "charge": -1,
  "e_tot_ha": -1192.9165,
  "homo_ev": -3.4,
  "relative_energy_kcal_mol": 57.01,
  "homo_lumo_gap_ev": 5.3,
  "symbols": ["Cs", "C", "N", "C", "C", "N", "N", "C", "N", "N", "H", "H", "H", "H", "H", "H", "H", "H", "H", "H", "H", "C", "O", "H", "H", "H", "O", "C", "O", "C", "C", "C", "C", "C", "C", "N", "O", "O", "H", "H", "H", "H"],
  "positions_angstrom": [[1.05212, -2.43734, -1.92780], [1.32655, -1.69896, 4.17110], [0.90665, -0.53496, 3.41948], [-0.44867, -0.12423, 3.80236], [1.14154, -0.59954, 2.01046], [1.42979, -1.63665, 1.34690], [0.99625, 0.66823, 1.48012], [1.25482, 1.12554, 0.20152], [0.92467, 2.49877, 0.12845], [1.75314, 0.43801, -0.73653], [1.23332, -1.46766, 5.23237], [2.36876, -1.92741, 3.95345], [0.71310, -2.58920, 3.97018], [-0.41642, 0.31711, 4.80009], [-1.13227, -0.98143, 3.81228], [-0.84026, 0.60663, 3.10081], [1.40246, -2.43738, 1.97024], [1.05489, 1.38989, 2.18147], [0.02418, 2.68194, 0.55444], [0.91620, 2.83159, -0.82490], [1.83118, 1.01646, -1.56934], [4.53428, -2.27604, -2.11562], [3.43680, -2.59285, -2.83063], [5.27919, -3.11050, -2.04768], [4.33908, -1.97873, -1.05208], [5.11894, -1.42382, -2.54640], [-2.31333, -2.01429, -0.20961], [-2.00498, -1.75233, -1.37883], [-1.57063, -2.49542, -2.28368], [-2.07918, -0.25631, -1.77741], [-1.03815, 0.39949, -2.42901], [-1.13317, 1.73897, -2.78631], [-2.27410, 2.46436, -2.49402], [-3.29936, 1.80703, -1.82267], [-3.21765, 0.47528, -1.44921], [-4.49618, 2.56152, -1.49736], [-5.44431, 1.96783, -1.01463], [-4.49861, 3.76494, -1.71922], [-0.12259, -0.13323, -2.64965], [-0.30757, 2.21666, -3.30237], [-2.38443, 3.50148, -2.76824], [-4.01604, -0.00348, -0.90252]],
  "mulliken_charge": [1.18, -1.18, 0.01, -1.02, 0.19, -0.42, -0.04, 0.12, -0.64, -0.41, 0.27, 0.40, 0.45, 0.35, 0.34, 0.31, 0.18, 0.35, 0.23, 0.31, 0.18, -0.52, -0.89, 0.19, 0.10, 0.14, -0.75, 0.07, -0.85, 0.85, -0.07, -0.91, -0.49, -0.01, -0.18, 1.01, -0.61, -0.64, -0.11, 0.51, 0.48, 0.51]
}

***

2.
{
  "formula": "C12H18F18MgN3O15S6",
  "method": "wB97M-V/def2-TZVPD",
  "charge": -1,
  "e_tot_ha": -6147.5344,
  "homo_ev": -7.3,
  "homo_lumo_gap_ev": 2.8,
  "symbols": ["Mg", "C", "F", "F", "F", "S", "O", "O", "N", "S", "O", "O", "C", "F", "F", "F", "C", "F", "F", "F", "S", "O", "O", "N", "S", "O", "O", "C", "F", "F", "F", "C", "F", "F", "F", "S", "O", "O", "N", "S", "O", "O", "C", "F", "F", "F", "C", "C", "O", "H", "H", "H", "H", "H", "H", "C", "C", "O", "H", "H", "H", "H", "H", "H", "C", "C", "O", "H", "H", "H", "H", "H", "H"],
  "positions_angstrom": [[2.88286, 1.77430, -1.07494], [-6.71345, -2.13993, 0.13845], [-6.82933, -3.06265, -0.80781], [-7.88707, -1.92755, 0.76008], [-5.92129, -2.53057, 1.13226], [-6.09780, -0.45486, -0.59975], [-7.07907, 0.52708, -0.17465], [-4.78451, -0.21373, -0.02574], [-6.26969, -0.60068, -2.29596], [-5.18269, -1.63469, -2.82389], [-4.34335, -2.33797, -1.88222], [-5.61186, -2.45638, -3.91863], [-3.92750, -0.47008, -3.66803], [-3.26909, 0.34002, -2.83367], [-3.01730, -1.23668, -4.29185], [-4.49941, 0.31668, -4.59725], [-0.17659, 4.07933, 0.68161], [0.77212, 4.99881, 0.78187], [-1.04045, 4.20037, 1.63967], [-0.72406, 4.10611, -0.50918], [0.65814, 2.32680, 0.92516], [1.84045, 2.60460, 1.71191], [-0.28955, 1.41202, 1.49686], [1.08589, 1.76522, -0.66006], [-0.15142, 1.18699, -1.52031], [-1.47916, 1.67028, -1.21428], [0.20317, 1.17878, -2.91068], [-0.14735, -0.70014, -1.01224], [-0.64211, -1.39388, -1.99640], [1.10477, -1.13021, -0.64029], [-0.84383, -0.87759, 0.08842], [2.27478, -1.76799, 3.31985], [1.81311, -0.71948, 4.00420], [1.64871, -2.90887, 3.63083], [1.90688, -1.56022, 2.04125], [4.16362, -1.89449, 3.57959], [4.33953, -2.83473, 4.63477], [4.74407, -2.14328, 2.28623], [4.66926, -0.30259, 3.94311], [5.48663, -0.22059, 5.32801], [6.50339, -1.20759, 5.51414], [5.98742, 1.13152, 5.44836], [4.20585, -0.31859, 6.77328], [3.84977, -1.55301, 7.04882], [4.88633, 0.18021, 7.82554], [3.18650, 0.46742, 6.45410], [-2.91292, -1.26481, 3.16805], [-1.46600, -1.19515, 3.68262], [-1.05435, 0.14991, 3.94353], [-3.70471, -0.79152, 3.74995], [-3.22367, -2.31151, 3.27176], [-3.01653, -0.98530, 2.12068], [-0.80061, -1.66959, 2.96079], [-1.51140, -1.71871, 4.63850], [-0.74053, 0.42920, 3.07388], [3.45519, -3.32154, -3.75128], [2.22449, -2.40018, -3.78907], [2.58475, -1.16898, -4.45362], [3.24618, -4.39188, -3.67013], [4.20105, -3.10282, -2.98813], [3.98882, -3.34215, -4.70579], [1.88731, -2.14925, -2.78443], [1.35596, -2.82843, -4.28955], [2.38069, -1.36522, -5.37237], [2.10424, 4.06383, -4.57560], [1.00280, 4.48477, -3.66458], [0.22950, 5.47322, -4.28055], [2.79193, 4.83478, -4.91333], [1.71835, 3.36115, -5.31357], [2.73756, 3.38402, -3.97897], [1.36690, 4.84415, -2.68679], [0.40975, 3.61148, -3.36973], [-0.54008, 5.70302, -3.75282]],
  "mulliken_charge": [1.21, 0.70, -0.21, -0.24, -0.23, 0.99, -0.71, -0.44, -0.50, 0.95, -0.56, -0.66, 0.57, -0.18, -0.23, -0.27, 0.69, -0.21, -0.17, -0.17, 0.98, -0.75, -0.54, -0.30, 0.82, -0.43, -0.54, 0.75, -0.12, -0.31, -0.15, 0.54, -0.13, -0.25, -0.16, 0.98, -0.56, -0.67, -0.47, 1.07, -0.62, -0.69, 0.64, -0.20, -0.24, -0.22, -1.09, 0.03, -0.49, 0.35, 0.36, 0.17, 0.01, 0.36, 0.45, -0.97, 0.22, -0.50, 0.36, 0.24, 0.29, -0.22, 0.31, 0.30, -0.97, 0.41, -0.55, 0.35, 0.31, 0.11, 0.10, -0.03, 0.32]
}

***

3.
{
  "formula": "C12H18F36MgN6O33S12",
  "method": "wB97M-V/def2-TZVPD",
  "charge": -3,
  "e_tot_ha": -11852.8213,
  "s_squared": 0.7573,
  "homo_ev": [-3.7, -3.7],
  "homo_lumo_gap_ev": [6.7, 3.6],
  "multiplicity": 2,
  "symbols": ["Mg", "C", "F", "F", "F", "S", "O", "O", "N", "S", "O", "O", "C", "F", "F", "F", "C", "F", "F", "F", "S", "O", "O", "N", "S", "O", "O", "C", "F", "F", "F", "C", "F", "F", "F", "S", "O", "O", "N", "S", "O", "O", "C", "F", "F", "F", "C", "F", "F", "F", "S", "O", "O", "N", "S", "O", "O", "C", "F", "F", "F", "C", "F", "F", "F", "S", "O", "O", "N", "S", "O", "O", "C", "F", "F", "F", "C", "F", "F", "F", "S", "O", "O", "N", "S", "O", "O", "C", "F", "F", "F", "O", "H", "H", "O", "H", "H", "O", "H", "H", "O", "H", "H", "O", "H", "H", "O", "H", "H", "O", "H", "H", "O", "H", "H", "O", "H", "H"],
  "positions_angstrom": [[-3.96849, 1.63948, -0.72312], [2.85925, -0.91554, -2.27163], [2.11506, -2.00199, -2.14679], [3.56497, -1.14164, -3.31914], [2.16726, 0.16722, -2.53116], [3.98010, -0.58016, -0.69407], [4.06696, 0.88452, -0.58821], [3.29749, -1.26205, 0.40060], [5.41772, -1.50553, -0.98968], [6.42538, -0.51121, -1.72203], [7.40746, -1.25030, -2.54365], [5.86764, 0.62184, -2.47665], [7.44142, 0.25896, -0.24955], [6.65647, 0.59436, 0.74164], [8.36446, -0.65805, 0.19872], [8.14694, 1.28398, -0.67891], [-7.35070, 1.96521, -2.75645], [-6.77315, 1.00552, -3.46518], [-6.60059, 3.05315, -2.83975], [-8.61987, 2.21005, -3.14060], [-7.24365, 1.24414, -0.97746], [-7.33156, 2.49086, -0.14978], [-8.32608, 0.27622, -0.89861], [-5.60307, 0.72257, -0.90543], [-5.66251, -0.85807, -0.89549], [-6.53125, -1.49741, -1.82993], [-4.30117, -1.36672, -0.93184], [-6.34330, -1.24105, 0.96564], [-7.66301, -1.31538, 1.05643], [-5.69140, -2.30655, 1.44890], [-5.98545, -0.23814, 1.76320], [-2.16480, -6.93996, 4.06558], [-0.85422, -7.05625, 3.87909], [-2.43251, -7.31410, 5.29337], [-2.53866, -5.67019, 3.81413], [-3.15228, -8.07680, 2.84114], [-2.18748, -8.95579, 2.16219], [-4.08417, -8.78528, 3.71063], [-4.05109, -6.95320, 1.84364], [-2.92873, -6.57616, 0.76485], [-1.71911, -5.99642, 1.40661], [-2.70380, -7.56328, -0.27033], [-3.65332, -5.03840, -0.17906], [-2.77276, -4.76452, -1.12612], [-4.80790, -5.40563, -0.69962], [-3.76098, -3.99198, 0.72668], [5.75997, -0.51742, 5.14284], [5.56731, -0.91715, 6.38960], [6.09980, 0.82870, 5.02115], [6.71863, -1.21294, 4.59847], [4.25605, -0.98343, 3.99191], [4.40985, -0.19418, 2.76114], [4.44587, -2.45156, 3.75497], [2.85248, -0.46640, 4.87695], [2.23943, -1.84929, 5.50571], [3.22693, -2.78841, 6.10995], [1.08740, -1.50760, 6.33191], [1.38739, -2.83032, 4.06236], [0.98563, -1.97769, 3.14632], [2.22675, -3.68874, 3.46919], [0.29561, -3.50893, 4.55195], [-1.00636, -1.30916, 0.13431], [-0.34361, -1.91349, 1.05998], [-0.24088, -0.93703, -0.88399], [-1.93307, -2.11540, -0.36159], [-1.87641, 0.24974, 1.01550], [-3.24250, -0.12002, 1.32441], [-1.10442, 0.63534, 2.18405], [-2.12759, 1.42699, -0.28332], [-0.82955, 2.26850, -0.29229], [-1.10468, 3.51751, 0.49286], [0.44585, 1.59301, -0.08137], [-0.61400, 2.74574, -2.12791], [-1.40504, 3.73769, -2.52720], [0.63433, 3.18780, -2.36800], [-0.82064, 1.67360, -2.89365], [7.38511, 6.07875, -0.59320], [7.59900, 7.37362, -0.30949], [8.28550, 5.76228, -1.52199], [7.51662, 5.28063, 0.46978], [5.61557, 6.08044, -1.34519], [4.70072, 5.31196, -0.49163], [5.29467, 7.50777, -1.45158], [5.85028, 5.55357, -3.01892], [5.67757, 4.02418, -2.93049], [6.08253, 3.38728, -4.21623], [6.21848, 3.50580, -1.72647], [3.68681, 3.76930, -2.84817], [3.15206, 4.81358, -3.42787], [3.35732, 2.73642, -3.54749], [3.18140, 3.56584, -1.59791], [0.21395, 0.74663, 4.69609], [-0.29718, 0.12418, 5.21334], [-0.34772, 0.95699, 3.95010], [-2.63582, 2.49638, -5.78484], [-2.74090, 3.12763, -5.07301], [-3.28389, 1.81653, -5.60034], [-3.55304, 0.89666, -2.66111], [-2.60775, 0.82069, -2.79112], [-3.93050, 0.68469, -3.51482], [-4.25812, 3.31910, -1.73374], [-3.85656, 4.13825, -1.44396], [-4.62837, 3.52391, -2.59234], [-1.25774, 0.00006, -6.06137], [-1.65758, 0.67691, -5.51525], [-0.66627, -0.46644, -5.47079], [-3.25768, 5.61393, -0.85884], [-2.30673, 5.72312, -0.85959], [-3.58510, 6.36495, -0.36386], [-3.88349, -2.50668, 3.51294], [-3.78355, -1.93327, 2.75304], [-4.79538, -2.39323, 3.78092], [2.02954, 1.34915, 2.74912], [1.93330, 2.15715, 2.24503], [2.28790, 0.69227, 2.10260], [0.29630, -1.13905, -4.09187], [1.13820, -0.98977, -3.66156], [-0.13113, -1.80820, -3.55728]],
  "mulliken_spin": [0.00, 0.00, 0.00, 0.00, 0.00, 0.00, 0.00, 0.00, 0.00, 0.00, 0.00, 0.00, 0.00, 0.00, 0.00, 0.00, 0.00, 0.00, 0.00, 0.00, 0.00, 0.00, 0.00, 0.00, 0.00, 0.00, 0.00, 0.00, 0.00, 0.00, 0.00, 0.00, 0.00, 0.00, 0.00, 0.00, 0.00, 0.00, 0.00, 0.00, 0.00, 0.00, 0.00, 0.00, 0.00, 0.00, 0.05, 0.00, 0.01, 0.01, -0.03, 0.01, 0.00, 0.79, -0.02, 0.12, 0.02, -0.01, 0.02, 0.00, 0.00, 0.00, 0.00, 0.00, 0.00, 0.00, 0.00, 0.00, 0.00, 0.00, 0.00, 0.00, 0.00, 0.00, 0.00, 0.00, 0.00, 0.00, 0.00, 0.00, 0.00, 0.00, 0.00, 0.00, 0.00, 0.00, 0.00, 0.00, 0.00, 0.00, 0.00, 0.03, 0.00, 0.00, 0.00, 0.00, 0.00, 0.00, 0.00, 0.00, 0.00, 0.00, 0.00, 0.00, 0.00, 0.00, 0.00, 0.00, 0.00, 0.00, 0.00, 0.00, 0.01, 0.00, 0.00, 0.00, 0.00, 0.00]
}

***

4.
{
  "formula": "C12H18FNO2",
  "method": "wB97M-V/def2-TZVPD",
  "e_tot_ha": -772.7196,
  "homo_ev": -9.1,
  "relative_energy_kcal_mol": 258.15,
  "homo_lumo_gap_ev": 9.6,
  "smiles": "OCCNCCCCOc1ccc(F)cc1",
  "symbols": ["O", "C", "C", "N", "C", "C", "C", "C", "O", "C", "C", "C", "C", "F", "C", "C", "H", "H", "H", "H", "H", "H", "H", "H", "H", "H", "H", "H", "H", "H", "H", "H", "H", "H"],
  "positions_angstrom": [[-5.93148, -1.82565, -0.66625], [-5.27244, -0.92188, 0.15782], [-3.76415, -0.62195, -0.07445], [-3.36642, 0.26145, 0.84293], [-2.02947, 0.34539, 0.91494], [-1.58912, 1.01670, -0.23985], [-0.12792, 1.70464, -0.38919], [1.00550, 0.52501, -0.17697], [2.13680, 1.27758, -0.32543], [3.37233, 0.22154, -0.24300], [4.59212, 1.16978, -0.14491], [5.75286, 0.37940, -0.22652], [5.66231, -1.01422, 0.16350], [6.85214, -1.66777, 0.02972], [4.57750, -1.83822, 0.14387], [3.30882, -1.03514, 0.08854], [-5.87355, -1.61855, -1.66724], [-5.64709, -1.36215, 1.02419], [-5.89606, 0.10365, 0.12120], [-3.71550, -0.39760, -0.99795], [-3.39976, -1.57411, 0.01525], [-3.70590, -0.11555, 1.65629], [-1.43133, -0.38219, 0.92605], [-1.78345, 1.00669, 1.84020], [-2.19976, 1.99862, -0.71159], [-1.55015, 0.28022, -1.26044], [0.16319, 2.43216, -1.42735], [0.09409, 2.36516, 0.55816], [0.78977, 0.23539, 0.80200], [0.79026, -0.09493, -0.82020], [4.54945, 2.26890, -0.23272], [6.59083, 1.00662, 0.01792], [4.51983, -2.70204, 0.31540], [2.52575, -1.42694, -0.01394]],
  "mulliken_charge": [-0.55, -0.66, -0.80, -0.17, -0.89, -0.27, -0.75, -1.21, -0.33, 0.47, -0.47, -0.55, 0.63, -0.30, -1.18, -0.72, 0.31, 0.41, 0.29, 0.64, 0.36, 0.22, 0.61, 0.31, 0.14, 0.18, 0.26, 0.26, 0.58, 0.89, 0.38, 0.32, 0.75, 0.82]
}

***

5.
{
  "formula": "C12H18N",
  "method": "wB97M-V/def2-TZVPD",
  "charge": 1,
  "e_tot_ha": -522.3612,
  "homo_ev": -13.6,
  "relative_energy_kcal_mol": 144.10,
  "homo_lumo_gap_ev": 9.5,
  "smiles": "C#C[C@@H]1/C=[N+](/C)[C@@H](C)CC[C@H]2C[C@H]21",
  "symbols": ["C", "C", "C", "C", "N", "C", "C", "C", "C", "C", "C", "C", "C", "H", "H", "H", "H", "H", "H", "H", "H", "H", "H", "H", "H", "H", "H", "H", "H", "H", "H"],
  "positions_angstrom": [[2.28113, 1.53964, 1.21556], [2.29971, 0.49665, 0.61049], [1.87115, -0.25433, -0.54565], [0.91151, 0.81523, -1.02288], [-0.17815, 1.22522, -0.43010], [-0.68724, 2.44323, -0.97226], [-0.89049, 0.83165, 0.77597], [-2.38057, 1.12639, 0.81708], [-0.58353, -0.51508, 1.30027], [-0.95716, -1.62823, 0.36101], [0.26936, -2.43715, 0.02576], [0.79823, -2.58743, -1.38895], [1.55215, -1.74646, -0.35599], [2.34040, 2.37445, 1.89103], [2.73105, -0.31875, -1.27973], [1.21344, 1.54627, -1.75730], [-1.55793, 2.40261, -1.64491], [-0.93312, 3.09728, -0.15983], [-0.03036, 2.87037, -1.78440], [-0.26092, 1.47729, 1.41558], [-2.78511, 0.44989, 1.64373], [-3.02072, 0.93370, -0.17691], [-2.55035, 2.18681, 0.94089], [-1.05645, -0.61305, 2.32509], [0.38005, -0.61027, 1.54475], [-1.68405, -2.40082, 0.65981], [-1.36699, -1.30552, -0.60242], [0.47691, -3.35752, 0.53840], [0.30020, -2.27935, -2.27395], [1.06251, -3.56528, -1.67557], [2.43532, -2.19744, 0.00541]],
  "mulliken_charge": [0.02, -1.00, 0.47, -0.17, 0.19, -1.03, 0.09, -1.34, -1.33, -1.06, 0.15, -1.23, -0.30, 0.42, 0.54, 0.39, 0.35, 0.38, 0.40, 0.32, 0.38, 0.27, 0.51, 0.61, 0.58, 0.42, 0.40, 0.46, 0.24, 0.33, 0.52]
}